Entry 1:
54
Properties=species:S:1:pos:R:3 method="wB97M-V/def2-TZVPD" max_force_ev_per_a=2.81 charge=-2 e_tot_ha=-1765.65967 homo_lumo_gap_ev="3.26 / 3.10"
C -4.50 0.93 3.08
I -2.93 -0.69 2.71
H -5.39 0.31 3.28
H -4.74 1.66 2.31
H -4.19 1.43 4.00
C -3.31 0.78 -3.53
C -2.54 0.14 -1.50
N -2.21 0.74 -2.68
H -5.35 -0.02 -3.19
I -1.15 -3.08 0.11
N -3.84 -0.23 -1.65
H -3.27 1.21 -4.51
In -1.25 -0.34 0.16
C -2.43 1.75 1.26
O -2.93 2.75 1.03
C -4.33 0.18 -2.88
C -4.60 -1.06 -0.72
H -4.25 -2.10 -0.74
H -5.66 -1.01 -1.01
H -4.50 -0.69 0.31
C -0.90 1.19 -3.11
H -1.00 2.11 -3.71
H -0.41 0.43 -3.74
H -0.25 1.38 -2.25
C 0.31 1.24 2.68
C 1.74 0.80 3.00
C 1.73 -0.25 4.12
C 2.55 0.30 1.81
C 3.89 0.14 2.07
C 4.79 -0.29 1.08
C 4.31 -0.58 -0.20
C 2.97 -0.46 -0.52
C 2.52 -0.84 -1.93
C 3.36 -0.13 -3.01
C 2.59 -2.36 -2.13
C 2.00 0.00 0.48
N 0.76 0.12 0.13
H -0.32 0.34 2.54
H 0.26 1.85 1.77
H -0.14 1.79 3.51
H 2.27 1.69 3.38
H 1.28 -1.19 3.75
H 2.74 -0.48 4.44
H 1.16 0.10 4.99
H 4.27 0.36 3.07
H 5.85 -0.40 1.31
H 5.01 -0.92 -0.97
H 1.47 -0.52 -2.02
H 4.41 -0.44 -2.94
H 2.99 -0.37 -4.01
H 3.32 0.96 -2.87
H 1.94 -2.87 -1.41
H 2.29 -2.64 -3.15
H 3.63 -2.72 -1.97

***

Entry 2:
22
Properties=species:S:1:pos:R:3 method="wB97M-V/def2-TZVPD" relative_energy_kcal_mol=5.6 max_force_ev_per_a=1.47 charge=-1 e_tot_ha=-312.82108 homo_lumo_gap_ev=6.78
C 1.74 2.34 0.55
C -1.22 0.70 -1.32
C -0.42 1.82 -0.63
C 1.05 1.46 -0.51
H 1.66 3.43 0.43
H 2.81 2.10 0.60
H 1.26 2.11 1.51
H -2.29 0.93 -1.36
H -1.06 -0.23 -0.74
H -0.89 0.64 -2.36
H -0.86 1.87 0.38
H -0.64 2.83 -1.02
H 1.11 0.43 -0.14
H 1.53 1.60 -1.48
C 0.01 -2.29 1.10
O -0.27 -0.98 0.87
C -0.98 -3.25 0.44
H 0.09 -2.56 2.18
H 1.04 -2.57 0.70
H -0.73 -4.28 0.72
H -0.94 -3.15 -0.66
H -2.00 -2.95 0.72

***

Entry 3:
16
Properties=species:S:1:pos:R:3 method="wB97M-V/def2-TZVPD" relative_energy_kcal_mol=25.8 max_force_ev_per_a=2.43 charge=+1 e_tot_ha=-288.12190 homo_lumo_gap_ev=10.31 smiles="C[C@@H]([NH3+])CC=O"
C -1.01 1.16 -0.76
C -0.26 0.17 0.21
N -1.28 -0.86 0.60
C 1.01 -0.37 -0.42
C 2.27 -0.11 0.47
O 2.26 -0.54 1.58
H -1.41 1.97 -0.16
H -1.73 0.60 -1.35
H -0.38 1.62 -1.51
H -0.01 0.71 1.12
H -2.19 -0.79 0.12
H -1.41 -0.80 1.61
H -1.01 -1.83 0.37
H 1.17 0.03 -1.41
H 0.93 -1.46 -0.49
H 3.05 0.51 0.00

***

Entry 4:
125
Properties=species:S:1:pos:R:3 method="wB97M-V/def2-TZVPD" max_force_ev_per_a=8.92 charge=+1 e_tot_ha=-3455.61855 homo_lumo_gap_ev=7.77
C -1.08 -2.77 -2.22
C 0.16 -2.09 -2.24
C 0.34 -0.55 -2.72
N 1.43 -0.36 -3.72
C 1.28 -1.23 -4.97
F 1.85 -2.55 -4.77
C -0.21 -1.41 -5.50
C -0.12 -2.57 -6.65
C 1.78 1.07 -4.05
C 3.36 1.04 -4.46
N 1.09 1.62 -5.26
C 1.66 2.14 -2.89
C 0.65 1.87 -1.69
S -0.98 2.73 -1.78
O -0.73 4.05 -2.50
O -1.54 3.15 -0.42
C -2.35 1.90 -2.68
F -2.85 0.71 -2.11
F -2.11 1.62 -4.05
F -3.45 2.81 -2.68
C 0.60 0.28 -1.33
N 2.01 0.01 -0.85
C -0.43 -0.09 -0.16
C 0.16 -1.05 0.99
O 0.96 -0.71 1.89
C -0.38 -2.58 1.02
C 0.52 -3.79 0.71
C -0.14 -5.19 0.72
C -1.65 -5.32 1.02
C -2.55 -4.10 1.36
C -1.91 -2.70 1.35
H -1.05 -3.89 -1.98
H -2.05 -2.21 -2.41
H 1.11 -2.63 -1.92
H -0.69 -0.23 -3.07
H 2.29 -0.76 -3.28
H 1.88 -0.81 -5.86
H -0.64 -0.50 -6.05
H -0.97 -1.80 -4.75
H -1.03 -2.57 -7.34
H 0.87 -2.50 -7.23
H -0.07 -3.59 -6.10
H 3.68 2.14 -4.49
H 3.98 0.52 -3.64
H 3.54 0.60 -5.50
H 1.56 1.35 -6.12
H 0.09 1.40 -5.28
H 2.71 2.24 -2.41
H 1.49 3.17 -3.40
H 1.16 2.33 -0.76
H 2.20 0.50 0.04
H 2.21 -0.99 -0.81
H -0.78 0.86 0.38
H -1.39 -0.62 -0.53
H 1.61 -3.60 0.46
H 0.48 -6.14 0.47
H -2.16 -6.35 1.00
H -3.67 -4.17 1.58
H -2.53 -1.75 1.57
N 0.32 7.57 2.79
C -0.49 6.62 3.29
C -0.91 5.51 2.57
C -0.48 5.37 1.26
C 0.36 6.33 0.72
C 0.73 7.40 1.52
H -0.80 6.78 4.31
H -1.57 4.78 3.03
H -0.79 4.51 0.67
H 0.71 6.25 -0.30
H 1.38 8.18 1.14
N 0.65 1.95 7.47
C -0.15 2.98 7.14
C -0.55 3.27 5.84
C -0.10 2.44 4.82
C 0.72 1.37 5.13
C 1.07 1.17 6.46
H -0.47 3.60 7.97
H -1.19 4.11 5.64
H -0.39 2.63 3.80
H 1.09 0.70 4.36
H 1.71 0.34 6.75
N 1.94 -8.61 0.39
C 2.88 -8.61 -0.57
C 4.18 -9.04 -0.38
C 4.54 -9.50 0.88
C 3.59 -9.51 1.90
C 2.31 -9.06 1.60
H 2.55 -8.24 -1.54
H 4.90 -9.02 -1.19
H 5.55 -9.85 1.08
H 3.83 -9.86 2.89
H 1.53 -9.05 2.36
N -3.90 2.43 7.93
C -2.77 2.08 8.57
C -2.63 2.11 9.95
C -3.71 2.52 10.72
C -4.88 2.89 10.08
C -4.93 2.83 8.69
H -1.96 1.76 7.93
H -1.69 1.81 10.41
H -3.63 2.56 11.80
H -5.75 3.22 10.64
H -5.83 3.10 8.15
N 5.92 -0.46 -2.67
C 6.86 -0.46 -3.63
C 8.16 -0.90 -3.44
C 8.51 -1.36 -2.18
C 7.56 -1.37 -1.17
C 6.29 -0.92 -1.46
H 6.53 -0.08 -4.60
H 8.87 -0.87 -4.25
H 9.52 -1.71 -1.99
H 7.80 -1.73 -0.17
H 5.51 -0.91 -0.71
N -9.47 3.60 -3.41
C -8.53 3.61 -4.37
C -7.23 3.18 -4.18
C -6.87 2.72 -2.92
C -7.83 2.70 -1.91
C -9.10 3.15 -2.21
H -8.86 3.99 -5.34
H -6.51 3.21 -4.99
H -5.86 2.37 -2.73
H -7.58 2.35 -0.91
H -9.88 3.15 -1.45

***

Entry 5:
14
Properties=species:S:1:pos:R:3 method="wB97M-V/def2-TZVPD" relative_energy_kcal_mol=36.4 max_force_ev_per_a=1.18 charge=0 e_tot_ha=-361.82287 homo_lumo_gap_ev=11.78 smiles=C[C@H](O)OCC#N
C 1.60 0.22 -1.32
C 0.69 0.23 -0.12
O 1.13 -0.81 0.70
O -0.64 0.04 -0.60
C -1.66 0.31 0.32
C -1.82 -0.77 1.33
N -1.90 -1.61 2.12
H 2.64 0.26 -0.98
H 1.40 1.05 -2.00
H 1.45 -0.73 -1.84
H 0.71 1.20 0.41
H 0.48 -1.05 1.37
H -2.59 0.39 -0.24
H -1.49 1.26 0.85

***

Entry 6:
25
Properties=species:S:1:pos:R:3 method="wB97M-V/def2-TZVPD" relative_energy_kcal_mol=15.6 max_force_ev_per_a=2.81 multiplicity=2 charge=+2 e_tot_ha=-462.25461 homo_lumo_gap_ev="11.26 / 4.82"
Cs -0.26 4.71 -0.30
C -0.57 -1.60 2.04
O -0.63 -0.18 1.68
C -1.52 0.26 0.66
C -1.19 1.70 0.50
N 0.32 1.88 0.43
C 0.92 1.50 -0.89
C 0.96 0.01 -1.39
O 1.43 -1.02 -0.57
C 1.20 -2.28 -1.01
H 0.11 -1.79 2.87
H -0.33 -2.27 1.22
H -1.54 -1.91 2.44
H -2.58 0.03 0.75
H -1.31 -0.28 -0.26
H -1.49 2.32 1.35
H -1.59 2.09 -0.44
H 0.55 1.13 1.07
H 1.96 1.70 -0.61
H 0.54 2.03 -1.76
H 1.47 0.05 -2.35
H 0.00 -0.32 -1.79
H 1.92 -2.36 -1.83
H 0.23 -2.34 -1.51
H 1.40 -3.07 -0.28

***

Entry 7:
16
Properties=species:S:1:pos:R:3 method="wB97M-V/def2-TZVPD" relative_energy_kcal_mol=71.4 max_force_ev_per_a=11.32 charge=0 e_tot_ha=-871.78097 homo_lumo_gap_ev=9.85 smiles=NCCCC(F)(F)Cl
N -0.55 0.27 2.07
C -1.16 -0.15 0.75
C -0.81 0.30 -0.61
C 0.36 -0.38 -1.28
C 1.52 -0.32 -0.68
F 2.56 -0.48 -1.51
F 1.81 -1.04 0.42
Cl 2.14 1.31 0.14
H 0.53 0.62 2.00
H -1.25 1.24 2.40
H -2.23 0.02 1.15
H -1.13 -1.20 0.86
H -0.61 1.36 -0.56
H -1.68 -0.01 -1.30
H 0.35 -0.02 -2.32
H 0.15 -1.52 -1.54

***

Entry 8:
85
Properties=species:S:1:pos:R:3 method="wB97M-V/def2-TZVPD" max_force_ev_per_a=3.12 charge=0 e_tot_ha=-2214.00446 homo_lumo_gap_ev=7.78 smiles="C=CCc1cc2ncc(CCCS)nc2c(CCOC(=O)CC)c1OCC.CC#N.CC#N.CC#N.CC#N.CC#N"
C 2.74 0.09 5.00
C 1.88 1.17 4.94
C 1.77 2.05 3.69
C 0.47 1.73 2.94
C -0.75 1.57 3.55
C -1.94 1.26 2.84
N -3.11 1.15 3.55
C -4.13 0.90 2.77
C -4.07 0.71 1.35
C -5.33 0.42 0.56
C -5.98 1.68 -0.10
C -5.38 3.04 0.31
S -3.90 3.57 -0.65
N -2.94 0.77 0.68
C -1.85 1.08 1.44
C -0.58 1.21 0.80
C -0.52 0.96 -0.69
C -0.29 -0.57 -0.85
O 0.29 -0.89 -2.13
C 1.13 -1.96 -2.02
O 2.22 -1.88 -2.52
C 0.74 -3.24 -1.30
C 2.04 -3.90 -0.70
C 0.56 1.55 1.51
O 1.74 1.69 0.83
C 2.06 3.08 0.59
C 1.05 3.84 -0.28
H 3.60 0.11 5.67
H 2.50 -0.79 4.39
H 1.25 1.37 5.82
H 1.83 3.10 3.99
H 2.60 1.77 3.03
H -0.81 1.69 4.63
H -5.11 0.80 3.24
H -6.04 -0.19 1.13
H -4.99 -0.23 -0.26
H -5.98 1.63 -1.19
H -7.04 1.68 0.20
H -5.20 3.14 1.39
H -6.15 3.79 0.08
H -3.99 2.94 -1.82
H -1.47 1.21 -1.16
H 0.35 1.43 -1.16
H 0.44 -0.83 -0.07
H -1.20 -1.14 -0.61
H 0.23 -3.95 -1.97
H 0.07 -3.09 -0.45
H 1.72 -4.46 0.16
H 2.53 -4.54 -1.44
H 2.68 -3.10 -0.36
H 2.11 3.59 1.56
H 3.02 3.10 0.07
H 0.02 3.79 0.07
H 1.34 4.90 -0.29
H 1.06 3.52 -1.33
C 3.24 -2.49 -5.65
C 3.88 -1.83 -6.78
N 4.39 -1.31 -7.68
H 2.21 -2.74 -5.90
H 3.77 -3.40 -5.39
H 3.24 -1.83 -4.78
C 4.44 -3.64 3.66
C 3.80 -3.81 2.35
N 3.30 -3.94 1.32
H 5.22 -2.89 3.59
H 3.70 -3.32 4.39
H 4.87 -4.59 3.98
C -4.73 -2.08 5.89
C -5.80 -1.45 5.12
N -6.65 -0.95 4.52
H -4.72 -1.69 6.90
H -4.88 -3.16 5.92
H -3.77 -1.87 5.42
C 7.36 -4.41 -6.81
C 6.51 -5.02 -5.80
N 5.84 -5.51 -5.00
H 6.75 -3.94 -7.58
H 8.00 -3.65 -6.35
H 7.99 -5.17 -7.28
C -2.41 5.64 -4.99
C -2.79 4.93 -3.77
N -3.09 4.37 -2.81
H -1.33 5.69 -5.07
H -2.81 5.11 -5.86
H -2.82 6.65 -4.97

***

Entry 9:
38
Properties=species:S:1:pos:R:3 method="wB97M-V/def2-TZVPD" relative_energy_kcal_mol=49.2 max_force_ev_per_a=11.49 multiplicity=5 charge=-1 e_tot_ha=-5051.45562 homo_lumo_gap_ev="5.47 / 6.29"
Mn 0.37 -0.23 -0.74
Cl -0.83 -2.08 -1.15
Cl 0.47 1.56 0.61
C 1.98 -0.83 -0.56
H 2.81 0.00 -0.61
H 2.30 -1.75 -1.20
C -0.60 0.95 -2.00
C 0.56 0.29 -2.36
H -0.52 2.00 -1.64
C 0.64 -0.83 -3.45
H 1.56 0.88 -2.30
C -0.50 -0.61 -4.45
H 1.62 -0.73 -3.94
H 0.62 -1.85 -3.03
C -1.85 -0.46 -3.74
H -0.29 0.32 -5.00
H -0.54 -1.41 -5.20
C -1.93 0.68 -2.70
H -2.64 -0.32 -4.47
H -2.05 -1.40 -3.21
H -2.28 1.62 -3.17
H -2.67 0.45 -1.91
C 2.34 -0.97 3.01
N 1.23 -0.24 3.56
C 1.30 0.84 4.42
C 0.08 1.36 4.54
N -0.77 0.62 3.74
C -2.14 0.96 3.44
C -0.06 -0.36 3.10
Se -0.57 -1.42 1.68
H 3.06 -1.15 3.82
H 2.83 -0.41 2.20
H 1.97 -1.92 2.61
H 2.26 1.13 4.86
H -0.29 2.21 5.12
H -2.70 1.08 4.38
H -2.19 1.90 2.88
H -2.57 0.15 2.85

***

Entry 10:
67
Properties=species:S:1:pos:R:3 method="wB97M-V/def2-TZVPD" max_force_ev_per_a=0.69 multiplicity=5 charge=-1 e_tot_ha=-5105.61251 homo_lumo_gap_ev="6.55 / 6.95"
Fe 0.14 -0.74 -0.19
C -2.07 0.38 -0.77
C -1.44 1.15 0.24
C -0.19 1.60 -0.31
C -0.11 1.06 -1.63
C -1.27 0.31 -1.92
C -1.70 -0.29 -3.24
C -2.14 -1.75 -3.05
C -0.59 -0.22 -4.28
C -2.89 0.52 -3.76
C 0.84 2.69 0.05
C 0.33 4.02 -0.53
C 2.19 2.36 -0.60
C 1.15 2.90 1.54
C -2.15 1.37 1.58
C -1.36 0.86 2.78
C -3.48 0.60 1.59
C -2.53 2.85 1.75
H -2.97 -0.19 -0.63
H 0.69 1.26 -2.33
H -1.32 -2.37 -2.69
H -2.50 -2.16 -4.00
H -2.94 -1.82 -2.32
H 0.30 -0.77 -3.99
H -0.29 0.82 -4.47
H -0.94 -0.64 -5.23
H -3.73 0.47 -3.06
H -3.23 0.14 -4.73
H -2.62 1.57 -3.88
H 0.14 3.92 -1.60
H 1.08 4.80 -0.39
H -0.59 4.34 -0.06
H 2.15 2.43 -1.69
H 2.52 1.35 -0.33
H 2.94 3.07 -0.26
H 0.29 3.17 2.13
H 1.87 3.73 1.62
H 1.62 2.02 1.97
H -1.20 -0.22 2.70
H -1.92 1.04 3.70
H -0.39 1.33 2.89
H -3.31 -0.48 1.47
H -4.16 0.94 0.82
H -3.96 0.75 2.56
H -1.67 3.50 1.85
H -3.14 2.98 2.65
H -3.11 3.20 0.89
I 1.62 -2.23 -2.07
C 2.64 -3.11 -0.46
C 3.37 -4.23 -0.72
C 4.11 -4.83 0.32
C 4.12 -4.25 1.55
C 3.38 -3.07 1.82
C 3.44 -2.47 3.09
C 2.73 -1.34 3.34
C 1.91 -0.78 2.33
C 1.78 -1.30 1.06
C 2.58 -2.47 0.81
H 3.37 -4.67 -1.71
H 4.68 -5.73 0.12
H 4.70 -4.68 2.36
H 4.04 -2.94 3.87
H 2.76 -0.87 4.31
H 1.31 0.08 2.62
Se -2.26 -3.82 2.72
C -1.56 -2.88 1.36
N -1.10 -2.28 0.47